#1
DFT (wB97M-V/def2-TZVPD) results for a 12-piece molecular cluster, C5H36N2O12 overall.

The total charge is 0. The SMILES is NCNCCCCO.O.O.O.O.O.O.O.O.O.O.O.

Element x y z (Å)
N -1.175 0.646 -3.170
C -1.078 1.435 -1.914
N -0.319 0.735 -0.847
C -0.723 0.991 0.528
C -0.292 -0.115 1.519
C 1.155 -0.105 1.883
C 1.624 1.243 2.329
O 0.702 2.104 2.921
H -1.887 -0.060 -3.131
H -0.310 0.195 -3.396
H -2.179 1.566 -1.731
H -0.636 2.396 -2.232
H 0.672 0.944 -0.959
H -1.867 0.832 0.457
H -0.577 2.002 0.995
H -0.952 -0.076 2.427
H -0.629 -1.031 0.968
H 1.749 -0.561 1.065
H 1.375 -0.803 2.725
H 2.527 1.151 3.006
H 1.982 1.767 1.428
H 0.425 1.817 3.794
O -2.755 -1.941 2.528
H -2.946 -1.343 1.804
H -3.376 -2.665 2.351
O -0.740 -3.607 1.550
H -1.050 -3.139 0.746
H -1.301 -3.002 2.132
O 1.900 -3.262 1.703
H 0.941 -3.426 1.849
H 2.304 -3.340 2.563
O 2.020 -3.020 -3.413
H 2.721 -2.635 -2.885
H 1.253 -3.099 -2.851
O -3.582 -0.621 -0.305
H -3.637 0.331 -0.145
H -2.659 -0.771 -0.582
O -0.900 3.989 -0.716
H -0.007 4.348 -0.644
H -1.165 4.455 -1.526
O 2.280 2.800 -1.781
H 2.780 2.020 -1.464
H 2.057 2.534 -2.670
O 2.162 -2.193 -0.753
H 1.218 -1.976 -0.762
H 2.294 -2.854 -0.033
O -2.972 3.190 0.886
H -3.345 3.868 1.440
H -2.193 3.541 0.421
O 3.475 0.161 -0.867
H 3.254 -0.802 -0.923
H 4.044 0.220 -1.638
O -0.497 -1.870 -1.319
H -0.586 -2.082 -2.241
H -0.581 -0.882 -1.120



#2
DFT (wB97M-V/def2-TZVPD) results for a 12-piece molecular cluster, C5H36N2O12 overall.

The total charge is 0. The SMILES is CCN[C@H](CN)CO.O.O.O.O.O.O.O.O.O.O.O.

Element x y z (Å)
C -0.201 1.026 3.094
C 0.944 0.148 2.590
N 0.875 -0.166 1.161
C -0.291 -0.940 0.695
C 0.018 -2.482 1.044
N -1.162 -3.249 0.577
C -0.404 -0.715 -0.772
O -1.733 -0.904 -1.264
H -0.383 1.870 2.416
H 0.185 1.735 3.942
H -1.050 0.468 3.374
H 1.947 0.630 2.836
H 1.068 -0.746 3.210
H 0.985 0.671 0.572
H -1.308 -0.664 1.151
H 0.097 -2.490 2.134
H 0.869 -2.860 0.286
H -0.911 -4.235 0.334
H -1.892 -3.237 1.239
H 0.281 -1.327 -1.367
H -0.203 0.322 -1.117
H -2.065 -1.755 -0.923
O -1.559 3.334 0.478
H -0.719 3.255 -0.113
H -1.364 2.813 1.340
O -2.774 -2.509 3.440
H -2.025 -2.187 3.902
H -3.298 -1.705 3.134
O -4.117 -0.279 2.583
H -3.775 -0.147 1.684
H -5.046 0.003 2.545
O 0.693 2.425 -0.539
H 1.570 2.937 -0.618
H 0.414 2.304 -1.438
O 3.962 1.221 -3.042
H 4.808 1.065 -2.544
H 3.438 0.462 -2.695
O 3.111 3.355 -0.874
H 3.459 4.136 -1.269
H 3.332 2.666 -1.649
O -1.774 -1.930 -4.160
H -1.874 -0.980 -4.322
H -1.741 -1.958 -3.197
O 2.303 -1.062 -2.775
H 1.692 -1.740 -3.010
H 2.743 -1.163 -1.915
O 0.970 1.345 -3.131
H 1.034 0.385 -3.103
H 1.558 1.792 -3.795
O -3.459 0.780 0.159
H -2.846 0.295 -0.363
H -3.151 1.699 0.305
O 3.231 -0.782 -0.219
H 3.087 0.154 -0.417
H 2.456 -1.082 0.406



Energies, relative to the best one, in eV: #1 0.000; #2 0.283.



#1
DFT (wB97M-V/def2-TZVPD) results for a 2-piece molecular cluster, CH2S3 overall.

The total charge is 0.

Element x y z (Å)
C -3.756 -0.172 0.059
S -3.906 1.355 0.251
S -3.731 -1.726 -0.189
S -0.275 0.740 0.173
H 0.224 1.131 1.320
H -1.207 1.699 0.377



#2
DFT (wB97M-V/def2-TZVPD) results for one molecule with the formula CH2S3.

The total charge is 0. The SMILES is S=C(S)S.

Element x y z (Å)
S 3.773 0.129 -0.013
C 1.891 -0.037 0.076
S 1.237 1.524 0.043
S 1.050 -1.600 0.034
H -0.110 1.221 -0.205
H -0.110 -1.047 -0.450



#3
DFT (wB97M-V/def2-TZVPD) results for one molecule with the formula CH2S3.

The total charge is 0. The SMILES is S=C(S)S.

Element x y z (Å)
S -2.918 -0.766 0.343
C -1.687 0.077 -0.136
S 0.308 -0.900 -0.103
S -1.439 1.659 -0.633
H -0.368 -1.696 0.715
H -0.187 1.450 -0.472



#4
DFT (wB97M-V/def2-TZVPD) results for one molecule with the formula CH2S3.

The total charge is 0. The SMILES is C#S#[SH]=S.

Element x y z (Å)
C 1.675 0.310 0.613
S 1.200 -1.132 0.523
S -1.249 -1.289 -0.181
S -2.065 0.263 0.758
H 1.539 1.400 0.422
H -1.747 -0.863 -1.335



Energies, relative to the best one, in eV: #1 0.000; #2 1.294; #3 1.434; #4 3.540.



#1
DFT (wB97M-V/def2-TZVPD) results for C2H8NS as an isolated structure.

The total charge is +1.

Element x y z (Å)
C 1.189 0.947 -0.124
C -0.429 -0.944 -0.183
N 0.508 -0.146 0.661
S -2.491 -0.028 0.230
H 2.062 0.532 -0.547
H 0.498 1.209 -1.054
H 1.440 1.701 0.535
H -0.322 -0.823 -1.222
H -0.763 -1.980 0.197
H -0.163 0.079 1.410
H 1.350 -0.729 1.077
H -2.881 0.181 -0.980



#2
DFT (wB97M-V/def2-TZVPD) results for an isolated ion of composition C2H8NS and charge +1.

The total charge is +1. The SMILES is [NH3+]CCS.

Element x y z (Å)
N 0.591 0.633 -1.351
C -0.463 -0.085 -0.516
C 0.003 -0.172 0.925
S -1.025 -1.418 1.777
H 0.271 0.728 -2.317
H 0.792 1.565 -0.975
H 1.463 0.096 -1.359
H -0.558 -1.094 -0.919
H -1.373 0.491 -0.615
H 1.043 -0.517 0.942
H -0.093 0.791 1.410
H -0.652 -1.018 2.999



Energies, relative to the best one, in eV: #1 2.306; #2 0.000.



#1
DFT (wB97M-V/def2-TZVPD) results for C2H5N3S2 as an isolated structure.

The total charge is 0.

Element x y z (Å)
C -1.618 0.640 -0.099
C 0.844 1.169 0.114
H -0.059 -1.564 -0.586
H -0.724 -1.607 1.085
H -1.986 1.719 -0.370
H 0.493 2.110 0.060
H 1.310 -1.212 -0.082
N 0.105 -1.152 0.429
N -0.285 0.205 0.220
N 2.078 0.938 -0.175
S -2.886 -0.493 -0.299
S 2.727 -0.753 -0.298



#2
DFT (wB97M-V/def2-TZVPD) results for one molecule with the formula C2H5N3S2.

The total charge is 0. The SMILES is NC(=S)N(N)C=S.

Element x y z (Å)
N 1.716 -0.723 -0.376
C 0.432 -1.049 -0.066
S -0.089 -2.604 0.151
N -0.384 0.099 0.079
N 0.334 1.310 0.126
C -1.761 0.202 0.072
S -2.872 -0.951 -0.164
H 2.386 -1.478 -0.228
H 2.060 0.208 -0.141
H 0.089 1.796 0.985
H 0.065 1.920 -0.665
H -1.978 1.271 0.228



Energies, relative to the best one, in eV: #1 3.444; #2 0.000.



#1
DFT (wB97M-V/def2-TZVPD) results for one molecule with the formula C2H5N3S2.

The total charge is 0. The SMILES is [H]/N=C(/N)SNC=S.

Element x y z (Å)
H -0.349 1.852 0.281
N -1.339 1.722 0.209
C -1.861 0.580 -0.023
N -3.185 0.231 -0.260
S -0.929 -1.123 -0.066
N 0.630 -0.728 0.505
C 1.548 -0.113 -0.278
S 3.099 0.367 -0.065
H -3.365 -0.775 -0.028
H -3.957 0.919 0.310
H 0.894 -1.033 1.527
H 1.211 -0.232 -1.372



#2
DFT (wB97M-V/def2-TZVPD) results for one molecule with the formula C2H5N3S2.

The total charge is 0. The SMILES is N=C1NSCSN1.

Element x y z (Å)
N 0.745 -2.202 -1.250
C 0.175 -1.260 -0.608
N 0.622 -1.030 0.737
S 1.078 0.537 1.290
C -0.550 1.258 0.952
S -1.010 1.204 -0.736
N -1.004 -0.516 -0.993
H 0.341 -2.275 -2.173
H 1.355 -1.728 0.870
H -0.462 2.321 1.235
H -1.294 0.826 1.644
H -1.327 -0.756 -1.962



#3
DFT (wB97M-V/def2-TZVPD) results for C2H5N3S2 as an isolated structure.

The total charge is 0.

Element x y z (Å)
C -1.331 -0.092 -0.770
C 1.353 1.866 1.077
H 1.170 -1.397 -0.323
H 0.167 -1.836 0.835
H -1.000 -1.857 -1.679
H 2.510 1.947 1.085
H 0.536 2.183 1.853
N 0.375 -1.984 -0.213
N -0.744 -1.428 -0.936
N 0.707 1.116 0.181
S -2.726 0.452 -1.582
S -1.018 1.031 0.471



Energies, relative to the best one, in eV: #1 0.439; #2 0.000; #3 2.675.



#1
DFT (wB97M-V/def2-TZVPD) results for a 2-piece molecular cluster, C23H27N3O2 overall.

The total charge is 0.

Element x y z (Å)
O -2.052 -1.069 4.369
C -2.997 -1.258 3.566
O -4.231 -1.137 3.627
C -2.533 -1.650 2.125
C -3.516 -2.575 1.378
C -4.103 -1.691 0.330
C -3.509 -0.418 0.408
C -3.937 0.618 -0.416
C -4.893 0.332 -1.398
C -5.458 -0.953 -1.500
C -5.077 -1.970 -0.619
N -2.570 -0.401 1.428
C -1.803 0.657 1.827
C -1.450 1.766 1.108
C -0.833 2.937 1.745
C -1.130 4.223 1.037
C -1.760 5.286 1.708
C -2.191 6.425 1.016
C -2.036 6.515 -0.369
C -1.467 5.440 -1.056
C -1.038 4.302 -0.366
H -1.522 -2.069 2.172
H -2.965 -3.417 0.931
H -4.287 -2.995 2.042
H -3.537 1.617 -0.272
H -5.210 1.114 -2.090
H -6.204 -1.156 -2.272
H -5.516 -2.963 -0.661
H -1.313 0.537 2.804
H -1.592 1.789 0.027
H -1.065 3.010 2.817
H -1.927 5.213 2.787
H -2.654 7.247 1.557
H -2.369 7.405 -0.912
H -1.351 5.479 -2.137
H -0.649 3.443 -0.921
N 0.490 0.243 3.713
C 1.671 0.964 4.108
C 2.170 1.774 2.926
C 3.447 2.544 3.244
C 3.363 3.808 2.358
C 1.894 3.941 1.942
N 1.201 2.785 2.484
H 0.708 -0.475 3.022
H -0.037 -0.176 4.479
H 1.437 1.650 4.936
H 2.486 0.284 4.421
H 2.403 1.077 2.106
H 3.486 2.830 4.304
H 4.329 1.949 3.030
H 3.716 4.685 2.887
H 3.981 3.653 1.471
H 1.455 4.836 2.377
H 1.786 4.020 0.855
H 0.560 2.404 1.758



#2
DFT (wB97M-V/def2-TZVPD) results for one molecule with the formula C23H27N3O2.

The total charge is 0. The SMILES is COC[C@H]1CCCN(Cc2nc(C(c3ccccc3)c3ccccc3)no2)C1.

Element x y z (Å)
C 3.861 3.005 -0.456
O 3.039 1.870 -0.439
C 3.670 0.740 0.120
C 2.707 -0.444 0.077
C 2.428 -0.881 -1.361
C 1.499 -2.091 -1.366
C 2.099 -3.217 -0.516
N 2.462 -2.827 0.834
C 1.425 -2.944 1.834
C 0.178 -2.172 1.555
N -0.009 -0.891 1.639
C -1.278 -0.720 1.162
C -1.798 0.653 0.935
C -3.262 0.889 1.203
C -4.210 -0.124 1.189
C -5.546 0.167 1.410
C -5.951 1.469 1.641
C -5.010 2.486 1.651
C -3.676 2.197 1.434
C -1.449 0.944 -0.519
C -0.319 1.684 -0.832
C 0.029 1.898 -2.155
C -0.749 1.375 -3.172
C -1.877 0.632 -2.862
C -2.224 0.412 -1.542
N -1.838 -1.847 0.823
O -0.900 -2.806 1.082
C 3.283 -1.634 0.859
H 3.275 3.811 -0.893
H 4.173 3.289 0.558
H 4.761 2.837 -1.062
H 4.589 0.506 -0.443
H 3.960 0.953 1.162
H 1.771 -0.127 0.543
H 1.978 -0.055 -1.912
H 3.372 -1.147 -1.846
H 0.521 -1.796 -0.984
H 1.354 -2.452 -2.385
H 1.409 -4.062 -0.459
H 3.021 -3.563 -0.999
H 1.147 -4.001 1.910
H 1.836 -2.612 2.790
H -1.202 1.317 1.570
H -3.897 -1.141 1.009
H -6.274 -0.631 1.400
H -6.993 1.693 1.812
H -5.317 3.506 1.829
H -2.946 2.994 1.440
H 0.309 2.081 -0.049
H 0.918 2.467 -2.381
H -0.476 1.539 -4.205
H -2.485 0.216 -3.652
H -3.093 -0.179 -1.297
H 3.455 -1.356 1.901
H 4.249 -1.910 0.417



Energies, relative to the best one, in eV: #1 2.660; #2 0.000.